105
Properties=species:S:1:pos:R:3 method="wB97M-V/def2-TZVPD" e_tot_ha=-2687.947781 homo_energy_ev=-4.5 homo_lumo_gap_ev=6.33 lumo_ev=1.84 charge=-1
C -1.88 1.92 -2.94
C -1.55 2.56 -1.97
Nb -0.83 3.95 -0.34
F 0.01 5.12 -1.70
H -2.03 1.61 -3.95
H 0.76 2.99 -0.27
H -0.33 5.06 1.03
H -2.44 4.86 -0.55
H -1.56 2.87 0.83
O -0.19 1.60 -6.55
C 0.65 2.27 -6.01
O 0.39 3.06 -4.98
C 1.57 3.81 -4.60
C 2.74 2.99 -5.15
C 2.12 2.35 -6.39
H 1.50 4.80 -5.04
H 1.61 3.90 -3.52
H 3.63 3.58 -5.34
H 3.00 2.21 -4.43
H 2.22 2.99 -7.27
H 2.53 1.37 -6.58
O -2.14 2.62 3.00
C -2.92 1.72 3.08
O -3.31 0.98 2.01
C -4.32 0.04 2.41
C -4.16 -0.12 3.92
C -3.65 1.26 4.32
H -5.30 0.45 2.15
H -4.18 -0.89 1.87
H -5.08 -0.43 4.42
H -3.39 -0.87 4.13
H -4.46 1.96 4.52
H -2.98 1.22 5.17
O -2.59 -2.65 2.08
C -1.54 -2.56 2.65
O -1.06 -3.52 3.47
C 0.16 -3.07 4.09
C 0.71 -1.98 3.17
C -0.58 -1.38 2.61
H -0.08 -2.68 5.08
H 0.84 -3.91 4.19
H 1.34 -1.26 3.69
H 1.29 -2.43 2.37
H -0.98 -0.59 3.25
H -0.47 -1.01 1.60
O -1.85 -1.41 6.15
C -1.41 -1.72 7.21
O -0.25 -2.42 7.36
C -0.05 -2.74 8.75
C -0.88 -1.73 9.53
C -2.04 -1.47 8.57
H -0.39 -3.77 8.91
H 1.01 -2.68 8.98
H -1.18 -2.08 10.51
H -0.31 -0.81 9.66
H -2.86 -2.19 8.71
H -2.42 -0.46 8.63
O -4.98 3.50 6.23
C -4.15 4.33 6.01
O -2.84 4.14 6.30
C -2.08 5.32 6.00
C -2.93 6.09 5.00
C -4.35 5.71 5.41
H -1.94 5.88 6.94
H -1.11 5.03 5.61
H -2.73 7.16 5.00
H -2.73 5.72 3.99
H -4.75 6.37 6.19
H -5.03 5.67 4.57
O 4.62 -1.74 -4.22
C 3.44 -1.70 -4.44
O 2.88 -0.66 -5.10
C 1.44 -0.82 -5.15
C 1.20 -2.31 -4.94
C 2.37 -2.70 -4.03
H 0.99 -0.22 -4.35
H 1.08 -0.46 -6.10
H 0.22 -2.52 -4.53
H 1.29 -2.84 -5.89
H 2.15 -2.55 -2.98
H 2.71 -3.71 -4.20
O 2.11 -5.58 -2.08
C 0.93 -5.54 -2.29
O 0.35 -4.53 -2.97
C -1.09 -4.69 -2.97
C -1.32 -6.18 -2.73
C -0.12 -6.54 -1.84
H -1.51 -4.07 -2.18
H -1.48 -4.36 -3.93
H -2.28 -6.40 -2.29
H -1.25 -6.73 -3.67
H -0.33 -6.37 -0.79
H 0.22 -7.56 -2.00
O 6.20 2.26 -5.74
C 5.96 1.36 -6.48
O 4.81 1.29 -7.20
C 4.74 0.05 -7.92
C 6.19 -0.43 -8.03
C 6.80 0.12 -6.74
H 4.12 -0.64 -7.34
H 4.28 0.22 -8.88
H 6.27 -1.51 -8.14
H 6.67 0.03 -8.89
H 6.67 -0.57 -5.90
H 7.84 0.39 -6.85

27
Properties=species:S:1:pos:R:3 method="wB97M-V/def2-TZVPD" de_lowest_ev=2.301 e_tot_ha=-687.941242 smiles=O.O.O.O.O.O.O.O.O homo_energy_ev=-10.9 homo_lumo_gap_ev=10.53 lumo_ev=-0.33
O -1.38 1.33 -1.74
H -1.63 0.92 -2.56
H -0.98 2.17 -2.00
O 1.85 2.72 0.33
H 1.18 2.16 0.73
H 2.25 3.18 1.06
O 0.33 -3.11 0.35
H 0.33 -2.19 0.08
H -0.04 -3.58 -0.40
O 1.54 0.64 -2.87
H 0.95 1.39 -2.78
H 1.71 0.36 -1.97
O -2.12 -1.01 2.05
H -2.20 -1.35 2.94
H -1.26 -0.60 2.03
O 0.33 -0.47 -0.33
H -0.23 0.13 -0.83
H 0.43 -0.05 0.52
O -3.60 -0.62 -0.50
H -4.14 -1.41 -0.46
H -2.90 -0.78 0.14
O 3.31 -0.68 -0.37
H 2.43 -1.01 -0.52
H 3.72 -1.34 0.19
O 0.06 1.08 1.91
H -0.51 1.58 2.49
H 0.58 0.53 2.50

43
Properties=species:S:1:pos:R:3 method="wB97M-V/def2-TZVPD" e_tot_ha=-2273.931808 homo_energy_ev=-5.5 homo_lumo_gap_ev=8.10 lumo_ev=2.60 charge=-1
O 1.18 0.73 2.30
N 0.23 1.18 1.77
O 0.50 1.58 0.48
C -0.69 2.10 -0.30
F -1.72 1.99 0.50
O -0.35 3.31 -0.66
B 0.70 3.05 -1.73
C 2.20 3.67 -1.47
F 3.15 2.74 -1.37
F 2.59 4.44 -2.48
F 2.32 4.42 -0.38
O 0.63 1.60 -2.05
C -0.64 1.21 -1.58
C -1.60 1.53 -2.78
C -2.63 2.64 -2.61
C -3.76 2.31 -1.64
Cl -4.15 3.64 -0.51
P -0.85 -0.56 -1.26
O -2.21 -0.91 -0.85
O -0.48 -1.27 -2.64
O 0.17 -1.08 -0.17
H 0.23 3.61 -2.73
H -1.03 1.69 -3.66
H -2.19 0.63 -2.97
H -2.17 3.59 -2.39
H -3.09 2.77 -3.58
H -3.53 1.40 -1.10
H -4.67 2.10 -2.18
H -0.73 -2.20 -2.58
H -0.27 -1.80 0.31
C 2.78 -3.56 2.96
C 1.94 -4.07 4.13
C 0.53 -3.80 3.64
O 0.56 -3.93 2.22
C 1.92 -3.97 1.78
H 3.79 -3.98 2.93
H 2.87 -2.48 3.01
H 2.10 -5.14 4.27
H 2.16 -3.58 5.08
H 0.21 -2.79 3.89
H -0.20 -4.51 4.05
H 2.15 -5.00 1.46
H 2.05 -3.31 0.92

28
Properties=species:S:1:pos:R:3 method="wB97M-V/def2-TZVPD" de_lowest_ev=4.119 e_tot_ha=-896.698231 homo_energy_ev=-9.6 homo_lumo_gap_ev=3.72 lumo_ev=-5.88
Tl -4.76 21.33 -7.70
B -2.96 23.34 -6.16
H -2.35 24.22 -6.01
H -2.61 22.54 -5.53
H -4.01 23.52 -5.98
H -2.80 23.02 -7.17
B -1.72 21.02 -8.35
H -0.72 20.64 -8.48
H -1.55 22.05 -8.64
H -2.43 20.52 -8.98
H -2.05 21.07 -7.32
C -9.14 19.29 -8.45
C -7.79 19.98 -8.37
O -7.61 21.17 -8.80
O -6.89 19.32 -7.78
H -9.04 18.21 -8.35
H -9.60 19.51 -9.42
H -9.94 19.54 -7.75
C -3.71 15.81 -10.52
C -5.17 15.68 -10.11
O -5.00 16.47 -8.93
C -4.27 17.54 -9.30
O -4.14 18.56 -8.63
O -3.57 17.25 -10.32
F -5.50 14.44 -9.76
H -3.59 15.70 -11.59
H -3.05 15.19 -9.90
H -5.96 16.17 -10.67

18
Properties=species:S:1:pos:R:3 method="wB97M-V/def2-TZVPD" de_lowest_ev=0.196 e_tot_ha=-347.642474 homo_energy_ev=-4.0 homo_lumo_gap_ev=8.08 lumo_ev=4.04 charge=-1
C -2.53 1.07 0.22
C -2.18 -0.31 0.84
O -1.22 -0.32 1.66
O -2.89 -1.26 0.47
H -2.05 1.23 -0.74
H -2.17 1.88 0.86
H -3.62 1.11 0.14
C 1.90 -0.76 -0.54
C 1.81 -0.38 0.93
C 0.90 0.02 -1.39
H 2.92 -0.57 -0.86
H 1.75 -1.84 -0.65
H 1.97 0.71 1.02
H 2.64 -0.80 1.49
H 0.64 -0.47 -2.33
H -0.01 0.19 -0.82
H 0.82 -0.47 1.38
H 1.31 0.99 -1.69

12
Properties=species:S:1:pos:R:3 method="wB97M-V/def2-TZVPD" de_lowest_ev=3.184 e_tot_ha=-431.397207 smiles="C[C@@H](C#N)N=[N+]([O-])[O-]" homo_energy_ev=-4.6 homo_lumo_gap_ev=8.62 lumo_ev=3.98 charge=-1
C -0.90 1.96 -0.13
C 0.31 -0.17 -0.36
C -0.96 0.55 0.09
N -0.83 3.10 -0.30
N -2.16 -0.06 -0.76
N -3.23 -0.25 -0.09
O -3.34 0.04 1.12
O -4.17 -0.77 -0.72
H 1.11 0.54 -0.58
H 0.66 -0.86 0.41
H 0.08 -0.73 -1.26
H -1.22 0.37 1.14

64
Properties=species:S:1:pos:R:3 method="wB97M-V/def2-TZVPD" multiplicity=6 de_lowest_ev=0.000 e_tot_ha=-1938.135044 homo_energy_ev="-16.6 / -16.6" homo_lumo_gap_ev="7.12 / 5.48" lumo_ev="-9.52 / -11.13" s2=8.758 charge=+3
Ru -0.64 -0.58 -0.08
O -3.06 -0.52 -3.85
C -2.56 -0.51 -2.65
O -1.39 -0.27 -2.38
C -3.56 -0.80 -1.58
C -4.92 -0.94 -1.80
C -5.74 -1.23 -0.71
C -5.16 -1.38 0.54
C -3.79 -1.24 0.67
N -3.02 -0.94 -0.37
C -3.00 -1.42 1.94
O -3.58 -1.76 3.05
O -1.79 -1.27 1.91
H -2.41 -0.34 -4.55
H -5.33 -0.82 -2.79
H -6.80 -1.36 -0.85
H -5.80 -1.61 1.39
H -4.54 -1.86 3.04
N -1.22 1.84 -0.20
C -0.21 2.61 0.47
C 0.01 3.94 0.25
C 0.98 4.64 0.98
C 1.71 4.00 1.95
C 1.51 2.63 2.20
C 2.22 1.90 3.19
C 1.99 0.56 3.35
C 1.07 -0.08 2.50
N 0.40 0.58 1.57
C 0.57 1.92 1.43
H -2.00 1.66 0.43
H -1.57 2.32 -1.02
H -0.59 4.47 -0.48
H 1.13 5.69 0.79
H 2.45 4.55 2.53
H 2.94 2.42 3.81
H 2.51 -0.02 4.10
H 0.88 -1.14 2.60
O 4.82 4.42 -1.47
C 4.48 3.63 -0.46
O 4.65 3.92 0.69
C 3.79 2.32 -0.76
C 4.26 1.16 -0.15
C 3.54 -0.02 -0.25
C 2.31 -0.01 -0.91
C 1.84 1.15 -1.53
C 2.60 2.31 -1.48
N 1.44 -1.12 -0.86
C 1.77 -2.33 -1.07
C 0.78 -3.38 -0.84
C 1.08 -4.72 -1.07
C 0.10 -5.67 -0.82
C -1.14 -5.25 -0.36
C -1.35 -3.89 -0.17
N -0.42 -2.97 -0.40
H 4.73 4.04 -2.35
H 5.18 1.18 0.41
H 3.88 -0.91 0.25
H 0.90 1.11 -2.07
H 2.24 3.21 -1.95
H 2.77 -2.60 -1.41
H 2.06 -5.00 -1.43
H 0.30 -6.72 -0.98
H -1.93 -5.95 -0.15
H -2.31 -3.54 0.19

81
Properties=species:S:1:pos:R:3 method="wB97M-V/def2-TZVPD" multiplicity=7 e_tot_ha=-5500.669091 homo_energy_ev="-3.5 / -3.5" homo_lumo_gap_ev="5.12 / 5.14" lumo_ev="1.60 / 1.61" s2=12.015 charge=-1
Eu -0.52 0.17 -1.83
C 3.69 -1.24 -0.68
C 2.70 -2.23 -0.15
N 3.09 -3.16 0.69
C 2.17 -4.05 1.14
C 0.85 -4.03 0.79
C -0.08 -5.04 1.41
O -0.87 -4.48 2.48
C 0.38 -3.00 -0.07
C -1.03 -2.90 -0.37
N -1.70 -1.87 -0.82
C -3.11 -2.02 -0.80
C -3.73 -2.66 0.29
C -5.10 -2.81 0.38
C -5.92 -2.30 -0.62
C -5.34 -1.65 -1.70
C -3.96 -1.51 -1.78
I -3.25 -0.47 -3.48
C 1.34 -2.10 -0.58
O 1.02 -1.16 -1.41
H 4.62 -1.31 -0.12
H 3.29 -0.23 -0.64
H 3.88 -1.45 -1.73
H 2.55 -4.81 1.83
H 0.50 -5.84 1.86
H -0.74 -5.48 0.66
H -1.24 -3.65 2.17
H -1.61 -3.80 -0.16
H -3.11 -3.03 1.09
H -5.53 -3.30 1.24
H -7.00 -2.41 -0.56
H -5.96 -1.26 -2.49
S 2.86 -1.83 -4.45
Sb 0.76 -1.03 -4.46
S -0.71 -2.86 -3.28
S 1.55 1.57 -3.11
S -0.52 -3.20 -5.27
N -0.14 2.00 -5.16
C 0.05 2.42 -3.79
N -1.08 2.10 -2.98
C -1.54 3.17 -2.25
C -1.03 4.39 -2.50
S 0.25 4.33 -3.69
C -2.43 2.88 -1.14
C -3.20 3.74 -0.44
S -3.83 2.96 0.98
C -2.98 1.51 0.53
N -2.36 1.59 -0.61
N -2.98 0.41 1.33
H -0.98 2.42 -5.53
H 0.66 2.27 -5.72
H -1.25 5.31 -1.97
H -3.42 4.77 -0.64
H -3.24 0.55 2.29
H -2.16 -0.17 1.19
C 4.11 1.14 2.60
N 2.71 0.73 2.56
N 1.87 1.28 1.62
C 0.85 0.39 1.34
O -0.09 0.63 0.56
C 1.09 -0.74 2.19
C 2.26 -0.51 2.85
C 3.04 -1.44 3.71
C 1.78 2.70 1.50
C 1.60 3.29 0.26
C 1.47 4.67 0.18
C 1.53 5.45 1.32
C 1.72 4.86 2.57
C 1.83 3.48 2.66
H 4.19 2.15 2.21
H 4.73 0.47 2.00
H 4.46 1.14 3.63
H 0.50 -1.64 2.22
H 2.40 -2.26 4.02
H 3.45 -0.93 4.58
H 3.87 -1.87 3.13
H 1.58 2.69 -0.64
H 1.33 5.12 -0.79
H 1.44 6.53 1.25
H 1.76 5.46 3.46
H 1.95 3.00 3.63